Record 1
C2H10N2O2 | ωB97M-V/def2-TZVPD

Output
**ΔE to the lowest compared entry with this formula, charge and spin**: 1.300 eV
**Frontier orbital gap**: 8.0 eV
**Net charge**: 0
**2S+1**: 1

The geometry in XYZ format:
```
16
C2H10N2O2 ωB97M-V/def2-TZVPD
C -0.18 1.82 -1.05
C -1.49 1.61 -0.89
N -2.15 1.54 0.36
N 0.39 1.69 -2.35
H 0.43 2.05 -0.19
H -2.03 1.29 -1.78
H -1.51 1.61 1.12
H -2.60 0.63 0.41
H 1.37 1.89 -2.38
H -0.14 2.19 -3.07
H 0.81 -6.25 1.71
H 0.36 -4.75 1.49
O 0.17 -5.67 1.26
H 2.73 -0.45 1.72
H 1.85 0.77 1.52
O 1.99 0.06 2.10
```

These are the Mulliken partial charges, in e, on atoms 1 to 5: number 1, C, carries -0.096; number 2, C, carries -0.205; number 3, N, carries -0.561; number 4, N, carries -0.535; number 5, H, carries 0.185



Record 2
C5H20BrN2O7 | ωB97M-V/def2-TZVPD

Output
**ΔE to the lowest compared entry with this formula, charge and spin**: 2.111 eV
**Frontier orbital gap**: 7.4 eV
**Net charge**: -1
**2S+1**: 1

The geometry in XYZ format:
```
35
C5H20BrN2O7 ωB97M-V/def2-TZVPD
Br -3.18 0.07 -0.90
C -1.49 -4.89 0.34
O -1.08 -5.95 0.64
N -0.90 -4.07 -0.44
N -2.57 -4.35 0.76
H -1.32 -3.16 -0.49
H -0.05 -4.32 -0.93
H -2.85 -3.40 0.55
H -3.26 -4.92 1.22
C 4.23 1.54 -2.81
C 2.93 0.71 -2.70
O 1.92 1.70 -2.35
O 3.97 2.58 -3.73
H 5.07 0.95 -3.17
H 4.36 1.93 -1.80
H 3.02 -0.10 -1.98
H 2.52 0.25 -3.60
H 1.06 1.30 -2.24
H 3.08 2.92 -3.64
C 0.36 0.76 4.06
C 1.50 -0.03 3.30
O 2.62 0.77 3.04
O -0.06 1.94 3.39
H 0.72 0.93 5.07
H -0.46 0.05 3.98
H 1.07 -0.23 2.32
H 1.66 -0.91 3.91
H 2.30 1.64 2.80
H -0.29 1.76 2.47
O -1.21 4.39 -0.63
H -0.46 4.14 -1.18
H -1.84 3.68 -0.76
O -7.34 0.90 -1.79
H -7.63 0.72 -0.90
H -6.40 0.70 -1.78
```

These are the Mulliken partial charges, in e, on atoms 1 to 5: number 1, Br, carries -0.934; number 2, C, carries 0.676; number 3, O, carries -0.670; number 4, N, carries -0.339; number 5, N, carries -0.362



Record 3
C5H9NO2 | ωB97M-V/def2-TZVPD

Output
**ΔE to the lowest compared entry with this formula, charge and spin**: 3.642 eV
**Frontier orbital gap**: 9.4 eV
**Net charge**: 0
**2S+1**: 1

The geometry in XYZ format:
```
17
C5H9NO2 ωB97M-V/def2-TZVPD
C 0.73 -0.38 -1.76
C 0.03 -2.23 0.38
N -1.07 0.84 1.43
C -0.71 1.77 0.67
C 0.57 -0.87 0.71
C -0.90 3.01 0.28
O 0.59 0.11 -0.43
O 1.22 -0.63 1.68
H -0.54 0.66 2.27
H 1.59 -1.05 -1.82
H -0.12 -0.99 -2.09
H 0.94 0.44 -2.44
H -0.87 -2.21 -0.23
H 0.78 -2.79 -0.18
H -0.17 -2.77 1.30
H -1.56 3.65 0.84
H -0.50 3.44 -0.62
```

These are the Mulliken partial charges, in e, on atoms 1 to 5: number 1, C, carries -0.756; number 2, C, carries -1.190; number 3, N, carries -0.661; number 4, C, carries 0.771; number 5, C, carries 0.831



Record 4
C20H40Br18ClIOSSi | ωB97M-V/def2-TZVPD

Output
**Frontier orbital gap**: 9.2 eV
**Net charge**: 0
**2S+1**: 1

The geometry in XYZ format:
```
83
C20H40Br18ClIOSSi ωB97M-V/def2-TZVPD
O 2.77 -2.91 4.75
C 2.58 -2.38 3.73
I 3.45 -0.41 3.41
C 1.76 -2.97 2.56
Si -0.11 -2.66 2.70
S -0.65 -1.11 4.06
Cl -0.98 -4.44 3.39
H 2.16 -2.56 1.61
H 1.98 -4.06 2.56
H -0.63 -2.43 1.35
H -0.71 0.07 3.35
Br -3.03 -5.06 -0.19
C -4.27 -4.37 1.13
C -5.36 -3.55 0.49
Br -4.71 -1.78 -0.01
H -3.69 -3.81 1.86
H -4.69 -5.25 1.61
H -6.17 -3.36 1.20
H -5.76 -4.00 -0.41
Br 7.28 2.21 -0.44
C 5.47 1.51 -0.34
C 4.52 2.53 0.23
Br 4.71 2.69 2.16
H 5.52 0.59 0.25
H 5.20 1.26 -1.36
H 3.49 2.21 0.08
H 4.66 3.52 -0.18
Br -1.39 1.44 5.79
C -1.35 3.30 5.20
C -2.25 3.51 4.01
Br -1.44 2.82 2.37
H -0.31 3.55 4.99
H -1.70 3.88 6.05
H -2.41 4.57 3.83
H -3.22 3.01 4.11
Br 1.93 5.46 2.43
C 2.90 6.90 3.30
C 4.25 6.44 3.78
Br 4.10 5.37 5.41
H 2.26 7.27 4.11
H 3.00 7.67 2.55
H 4.87 7.29 4.06
H 4.78 5.83 3.05
Br -0.78 -8.44 -2.18
C -2.01 -8.77 -0.71
C -3.06 -9.78 -1.08
Br -4.43 -9.00 -2.22
H -2.43 -7.80 -0.43
H -1.39 -9.14 0.11
H -3.59 -10.12 -0.19
H -2.66 -10.64 -1.61
Br 3.09 4.57 -2.22
C 1.28 5.31 -2.33
C 0.33 4.53 -1.45
Br -0.15 2.81 -2.24
H 0.99 5.29 -3.38
H 1.34 6.32 -2.00
H -0.61 5.06 -1.33
H 0.75 4.32 -0.46
Br -7.40 -8.90 0.78
C -7.84 -10.38 -0.42
C -7.39 -11.70 0.15
Br -5.47 -11.93 -0.05
H -7.38 -10.15 -1.38
H -8.92 -10.35 -0.52
H -7.84 -12.53 -0.40
H -7.62 -11.81 1.21
Br 2.99 7.03 -3.12
C 2.84 8.95 -3.53
C 1.86 9.20 -4.65
Br 2.64 8.76 -6.38
H 3.84 9.30 -3.75
H 2.49 9.41 -2.61
H 1.61 10.26 -4.71
H 0.95 8.62 -4.56
Br 3.10 3.78 -4.96
C 2.73 2.31 -6.18
C 3.29 1.02 -5.66
Br 5.22 0.93 -5.91
H 3.14 2.59 -7.15
H 1.65 2.26 -6.25
H 2.89 0.17 -6.22
H 3.10 0.87 -4.60
```

These are the Mulliken partial charges, in e, on atoms 1 to 5: number 1, O, carries -0.461; number 2, C, carries 0.135; number 3, I, carries 0.021; number 4, C, carries -0.482; number 5, Si, carries 0.595



Calculated values (eV) of E_HOMO for the records, taken in order: -7.49 -4.91 -8.77 -9.23.
Calculated values (Eh) of LUMO for the records, taken in order: 0.020 0.091 0.024 0.000.
Calculated values (eV) of E for the records, taken in order: -9310.26964 -92866.39343 -10912.93352 -1323538.30340.